(1)
Molecular formula: CH30F3O18SZr
Method: DFT, ωB97M-V/def2-TZVPD

For the HOMO energy (alpha / beta), the calculation gives -0.57432 / -0.57501 Eh. The calculation puts the LUMO energy (alpha / beta) at -8.35 / -8.30 eV. Its charge is +2. As for the spin multiplicity: 2.

```
54
CH30F3O18SZr | OMol25 | ωB97M-V/def2-TZVPD
Zr -1.8929 -1.7612 2.1602
C 1.6450 -0.2397 -0.0764
F 1.8996 -1.1124 0.8425
F 2.6750 0.6543 -0.1646
F 1.4297 -0.8536 -1.2551
S -0.0519 0.6791 0.2989
O -0.7127 0.9960 -0.9698
O -0.8396 -0.2717 1.1106
O 0.4010 1.9107 0.9367
O 2.9428 0.7728 -3.3672
H 2.1473 1.1877 -3.0336
H 3.6155 0.9899 -2.7218
O 0.2873 1.8180 -3.5227
H -0.2993 1.6612 -2.7827
H -0.1511 2.4960 -4.0369
O -2.1815 0.0646 3.4887
H -2.9326 0.2347 4.0571
H -1.7690 0.9207 3.3735
O -0.2349 -3.0218 1.0385
H -0.3745 -3.3129 0.1374
H 0.3036 -3.7084 1.4319
O 2.0276 4.2191 0.6960
H 2.8842 4.0137 1.0706
H 1.5945 3.3702 0.6076
O 0.1188 -1.4987 3.1815
H 0.4618 -2.0175 3.9091
H 0.7084 -0.7468 3.1240
O -2.5968 -0.8293 -1.9959
H -2.0497 -1.1825 -2.6974
H -2.3449 0.0923 -1.9361
O -0.0957 -3.0672 -1.8862
H -0.3523 -3.4240 -2.7365
H 0.5581 -2.3995 -2.0935
O -2.8035 3.9675 -1.0848
H -2.3188 3.2610 -1.5115
H -2.1287 4.5060 -0.6715
O -0.9765 2.5535 3.0251
H -0.5041 2.5281 2.1930
H -0.2949 2.6851 3.6841
O 3.4958 -3.1036 -0.8546
H 3.1354 -2.4319 -0.2756
H 4.1533 -2.6432 -1.3762
O -2.7899 -2.2317 0.1872
H -3.0969 -3.0754 -0.1448
H -2.9318 -1.6227 -0.5375
O -3.5091 0.1836 1.1981
H -4.4439 0.1069 1.0067
H -3.3507 1.1263 1.2469
O 2.1160 0.3495 3.3381
H 2.8403 0.8924 3.0267
H 1.5999 0.9336 3.8937
O 1.3622 -1.6157 -3.9392
H 2.1135 -1.0470 -3.7707
H 1.5117 -1.9558 -4.8214
```

---

(2)
Molecular formula: C28H56AlK4O25P
Method: DFT, ωB97M-V/def2-TZVPD

For the HOMO energy, the calculation gives -0.66737 Eh. The calculation puts the LUMO energy at -16.28 eV. Its charge is +4.

```
115
C28H56AlK4O25P | OMol25 | ωB97M-V/def2-TZVPD
Al 2.2056 -1.8739 2.1455
K -1.6905 -2.1607 0.0575
K -2.2968 2.9008 0.9965
K 0.8476 3.0225 2.6535
K -1.7439 0.1248 3.6397
P -0.0164 0.4587 0.8136
O 0.5931 0.3483 2.2709
O 0.2287 1.9175 0.2987
O -1.5353 0.2499 0.9021
O 0.7354 -0.7251 0.1186
C 8.2200 -0.8258 1.0119
C 6.6958 -0.8968 0.9652
O 6.1900 -0.0242 -0.0518
C 4.8941 0.1335 -0.1924
O 4.0338 -0.3083 0.5586
O 4.7332 0.8730 -1.2705
C 3.4045 1.2656 -1.6343
H 8.5937 0.1931 1.1340
H 8.6645 -1.1939 0.0889
H 8.6650 -1.3419 1.8616
H 6.2388 -0.6886 1.9336
H 6.4040 -1.9107 0.6772
H 3.4343 2.2300 -2.1321
H 2.7742 1.3564 -0.7513
H 3.0232 0.5014 -2.3086
C -7.9261 4.1026 -0.8184
C -7.6023 2.6022 -0.8399
O -6.5160 2.2918 -1.7207
C -5.3076 2.2281 -1.2513
O -4.9313 2.4876 -0.1220
O -4.5248 1.8668 -2.2926
C -3.1798 1.4969 -2.1099
H -8.4709 4.3410 -1.7307
H -7.0553 4.7489 -0.6975
H -8.5506 4.4285 0.0141
H -8.4716 2.0118 -1.1121
H -7.3229 2.3138 0.1751
H -2.6711 2.4742 -2.0125
H -2.7701 1.0243 -2.9910
H -3.0064 1.0749 -1.1148
C -6.7332 -6.2239 -1.4666
C -5.9160 -4.9432 -1.6348
O -5.9719 -4.1330 -0.4418
C -5.2316 -3.0378 -0.4591
O -4.3943 -2.7069 -1.2669
O -5.5971 -2.3559 0.6386
C -5.1668 -1.0236 0.8145
H -6.7078 -6.7801 -2.4029
H -7.8078 -6.0404 -1.3641
H -6.4823 -6.7941 -0.5751
H -6.2344 -4.4133 -2.5290
H -4.9124 -5.3536 -1.7642
H -5.4467 -0.7511 1.8304
H -5.6156 -0.3156 0.1196
H -4.0791 -1.0278 0.7117
C 0.0411 1.4862 -3.3441
C -0.4834 0.1123 -2.9476
O -1.0376 -0.4603 -4.1305
C -1.9126 -1.4699 -4.0165
O -2.1040 -2.1460 -3.0288
O -2.4846 -1.5847 -5.1768
C -3.8179 -2.1178 -5.3160
H 0.4799 1.9150 -2.4434
H -0.8084 2.0976 -3.6439
H 0.8050 1.4627 -4.1181
H -1.1965 0.1967 -2.1260
H 0.2843 -0.5444 -2.5263
H -4.0605 -2.3503 -6.3481
H -4.5251 -1.3835 -4.9353
H -3.9241 -3.0545 -4.7697
C 0.1141 5.0558 -2.2796
C 1.2032 5.2507 -1.2159
O 0.9873 6.4043 -0.4277
C 1.1868 6.4098 0.8875
O 1.5277 5.4396 1.5529
O 1.1071 7.6583 1.2658
C 1.3634 7.9472 2.6459
H 0.4245 4.3011 -2.9971
H -0.0737 6.0016 -2.7861
H -0.8099 4.7128 -1.8069
H 2.1719 5.2760 -1.7138
H 1.1080 4.4196 -0.5113
H 2.4402 7.8572 2.7885
H 0.9169 7.1824 3.2859
H 0.9246 8.9025 2.9076
C 5.2952 -5.8598 -0.0328
C 5.4882 -4.3445 0.1572
O 5.1161 -3.6482 -1.0249
C 3.8612 -3.2982 -1.1656
O 2.9901 -3.3497 -0.3091
O 3.7160 -2.8562 -2.4022
C 2.3816 -2.6120 -2.8507
H 5.9798 -6.2244 -0.7953
H 4.2778 -6.0741 -0.3653
H 5.4504 -6.4084 0.8945
H 6.5545 -4.1679 0.3102
H 5.0764 -3.9546 1.0911
H 1.8370 -2.1503 -2.0247
H 1.9056 -3.5177 -3.2164
H 2.3984 -1.8372 -3.6147
C 1.1717 1.2208 5.6303
C 1.0689 -0.0768 6.4200
O 2.3190 -0.6403 6.7137
C 2.9405 -1.3650 5.8300
O 2.5961 -1.5958 4.6668
O 3.9852 -1.9259 6.4423
C 4.8943 -2.6933 5.6285
H 1.9937 1.8050 6.0442
H 0.2508 1.8037 5.7134
H 1.3211 0.9225 4.6013
H 0.5280 -0.8284 5.8337
H 0.5083 0.0886 7.3369
H 4.5778 -2.9057 4.6131
H 5.1544 -3.5829 6.1960
H 5.8216 -2.1194 5.5815
```

---

(3)
Molecular formula: C7H15N
Method: DFT, ωB97M-V/def2-TZVPD

For the HOMO energy, the calculation gives -0.30640 Eh. The calculation puts the LUMO energy at 1.03 eV. Its charge is 0. The structure (SMILES) is C1CCCNCCC1.

```
23
C7H15N | OMol25 | ωB97M-V/def2-TZVPD
C -2.1478 0.1154 0.3359
C -1.6062 -1.3458 0.0895
C -0.0564 -1.0108 -0.2991
C 1.3005 -1.5516 0.0153
N 2.0524 -0.2362 -0.0761
C 1.5120 0.9752 0.4294
C 0.2398 1.6627 -0.0745
C -1.2260 1.2204 -0.3384
H -2.4632 0.1492 1.4563
H -3.0730 -0.0721 -0.2122
H -2.2518 -1.7654 -0.7638
H -1.6708 -2.0597 0.9219
H 0.1016 -0.2698 0.5354
H -0.0326 -0.5992 -1.2837
H 1.4601 -1.8878 1.0424
H 1.7409 -2.2852 -0.6544
H 2.4174 -0.3104 -1.1149
H 2.3841 1.7475 0.2654
H 1.3649 0.8660 1.5392
H 0.1320 2.5271 0.6252
H 0.5003 2.0097 -1.0925
H -1.4503 0.9182 -1.3761
H -1.6213 2.2932 -0.3036
```

---

(4)
Molecular formula: C4H10O2
Method: DFT, ωB97M-V/def2-TZVPD

For the HOMO energy, the calculation gives -0.37312 Eh. The calculation puts the LUMO energy at 0.97 eV. Its charge is 0. The structure (SMILES) is COCCCO.

```
16
C4H10O2 | OMol25 | ωB97M-V/def2-TZVPD
C -2.2926 0.1991 -0.3445
O -0.9336 0.5581 -0.3208
C -0.2779 -0.0157 0.7912
C 1.2000 0.3310 0.7559
C 1.8614 -0.0318 -0.5809
O 1.4059 -1.2713 -1.0895
H -2.8240 0.5273 0.5623
H -2.7495 0.6716 -1.2143
H -2.4111 -0.8909 -0.4287
H -0.3966 -1.1097 0.7539
H -0.7450 0.3272 1.7284
H 1.3463 1.4017 0.9415
H 1.6809 -0.2227 1.5707
H 1.6976 0.7755 -1.3126
H 2.9464 -0.1374 -0.4482
H 0.4918 -1.1122 -1.3645
```